Record 1
Density functional theory data (wB97M-V/def2-TZVPD) for the molecule C6H6O.

Output
DFT total energy: -307.38584 hartree
Frontier orbital gap: 9.23 eV
LUMO energy: 0.79 eV
F_max: 0.0507 hartree/bohr
Charge: 0
Energy above the lowest of the compared OMol25 structures with the same formula, charge and spin: 48.7 kcal/mol

Geometry as XYZ:
```
13
Properties=species:S:1:pos:R:3:nbo_charge:R:1
C -0.869 1.121 0.380 -0.210
C 0.455 1.322 0.230 -0.198
C 1.459 0.350 -0.151 -0.314
C 1.312 -0.941 0.067 0.172
O 0.208 -1.508 0.679 -0.537
C -0.968 -1.312 -0.062 0.134
C -1.539 -0.125 -0.127 -0.282
H -1.578 1.894 0.523 0.208
H 0.835 2.367 0.294 0.210
H 2.433 0.652 -0.529 0.226
H 2.086 -1.605 -0.276 0.180
H -1.358 -2.260 -0.474 0.192
H -2.476 0.043 -0.554 0.218
```

Record 2
Density functional theory data (wB97M-V/def2-TZVPD) for a cluster of 8 separate species, C16H45O9 in total.

Output
DFT total energy: -1313.78406 hartree
Frontier orbital gap: 9.03 eV
LUMO energy: 2.82 eV
F_max: 0.0628 hartree/bohr
Charge: -1
Energy above the lowest of the compared OMol25 structures with the same formula, charge and spin: 0.0 kcal/mol

Geometry as XYZ:
```
70
Properties=species:S:1:pos:R:3:nbo_charge:R:1
C -16.852 3.432 -1.467 -0.741
C -17.885 3.319 -2.539 0.795
O -18.730 2.366 -2.505 -0.797
O -17.957 4.143 -3.479 -0.821
H -17.213 2.936 -0.560 0.228
H -16.537 4.493 -1.199 0.215
H -15.877 2.929 -1.676 0.241
C -12.352 5.058 -3.616 -0.651
C -13.279 4.037 -2.935 -0.073
O -13.369 2.736 -3.510 -0.776
H -12.833 5.966 -3.342 0.212
H -12.377 5.064 -4.709 0.207
H -11.326 4.972 -3.296 0.202
H -14.365 4.436 -2.946 0.184
H -13.048 3.993 -1.866 0.167
H -13.545 2.935 -4.492 0.507
C -22.367 1.990 -5.636 -0.628
C -20.949 2.029 -5.085 -0.053
O -20.995 2.772 -3.893 -0.768
H -22.384 1.163 -6.396 0.196
H -22.587 3.007 -6.045 0.200
H -23.050 1.887 -4.801 0.216
H -20.253 2.482 -5.787 0.144
H -20.529 1.031 -4.954 0.148
H -20.149 2.735 -3.467 0.511
C -14.598 7.141 -5.516 -0.626
C -15.399 6.441 -4.459 -0.079
O -15.514 5.032 -4.707 -0.809
H -15.072 7.238 -6.466 0.207
H -13.658 6.651 -5.686 0.201
H -14.339 8.084 -5.037 0.204
H -16.452 6.808 -4.428 0.227
H -14.928 6.652 -3.482 0.142
H -16.343 4.657 -4.352 0.533
C -9.851 1.817 -3.813 -0.631
C -10.319 0.432 -4.012 -0.063
O -11.468 0.129 -3.154 -0.753
H -9.139 2.050 -4.634 0.195
H -9.308 1.983 -2.867 0.199
H -10.641 2.556 -3.904 0.223
H -9.516 -0.286 -3.704 0.169
H -10.558 0.374 -5.058 0.158
H -12.168 0.804 -3.282 0.496
C -20.619 6.670 -6.236 -0.628
C -19.347 5.871 -5.794 -0.068
O -18.604 6.518 -4.681 -0.778
H -21.031 6.046 -7.075 0.194
H -20.639 7.704 -6.556 0.203
H -21.237 6.538 -5.422 0.209
H -18.546 5.671 -6.548 0.157
H -19.703 4.953 -5.398 0.195
H -18.581 5.818 -4.042 0.507
C -16.861 2.193 -5.968 -0.636
C -15.567 2.177 -6.762 -0.047
O -14.475 3.006 -6.164 -0.812
H -17.263 3.199 -5.989 0.219
H -16.613 1.846 -4.925 0.228
H -17.515 1.517 -6.484 0.206
H -15.754 2.523 -7.788 0.151
H -15.129 1.166 -6.819 0.170
H -14.798 3.928 -5.908 0.510
C -21.373 -0.176 -1.378 -0.640
C -21.175 1.216 -0.824 -0.058
O -19.949 1.383 -0.251 -0.770
H -22.362 -0.279 -1.793 0.196
H -21.092 -0.806 -0.592 0.200
H -20.649 -0.448 -2.132 0.205
H -21.912 1.491 -0.052 0.144
H -21.267 2.015 -1.645 0.180
H -19.317 1.619 -0.956 0.507
```

Record 3
Density functional theory data (wB97M-V/def2-TZVPD) for a structure of composition C2H2Br3ClS.

Output
DFT total energy: -8657.70893 hartree
Frontier orbital gap: 8.31 eV
LUMO energy: -1.12 eV
F_max: 0.0699 hartree/bohr
Charge: 0
Energy above the lowest of the compared OMol25 structures with the same formula, charge and spin: 66.4 kcal/mol

Geometry as XYZ:
```
9
Properties=species:S:1:pos:R:3:nbo_charge:R:1
C 1.328 0.194 -0.498 -0.408
C -1.119 -0.844 0.790 -0.554
S 2.040 1.564 -1.237 0.413
Cl 0.480 2.743 -1.702 -0.116
Br 2.708 -0.806 0.352 0.089
Br -2.053 -1.007 -0.913 -0.019
Br -1.199 0.933 1.386 0.101
H -0.249 -1.394 0.488 0.250
H -1.936 -1.382 1.335 0.245
```

Record 4
Density functional theory data (wB97M-V/def2-TZVPD) for a cluster of 4 separate species, C20H40BF4N5 in total.

Output
DFT total energy: -1483.87297 hartree
Frontier orbital gap: 11.07 eV
LUMO energy: -4.24 eV
F_max: 0.0662 hartree/bohr
Charge: +2
Energy above the lowest of the compared OMol25 structures with the same formula, charge and spin: 0.0 kcal/mol

Geometry as XYZ:
```
70
Properties=species:S:1:pos:R:3:nbo_charge:R:1
C -1.426 -3.181 3.150 -0.623
C -1.933 -1.794 3.080 -0.215
N -0.914 -0.761 3.321 -0.273
C -0.313 -0.534 4.562 -0.064
C 0.696 0.325 4.387 -0.034
N 0.678 0.685 3.058 -0.301
C -0.284 -0.026 2.461 0.248
C 1.520 1.620 2.343 -0.422
H -1.110 -3.421 4.155 0.223
H -0.651 -3.317 2.393 0.211
H -2.162 -3.890 2.779 0.255
H -2.810 -1.676 3.714 0.236
H -2.075 -1.571 2.030 0.229
H -0.826 -0.932 5.405 0.252
H 1.320 0.850 5.067 0.253
H -0.625 -0.022 1.430 0.280
H 2.016 1.144 1.481 0.248
H 2.264 2.092 2.982 0.242
H 0.869 2.468 2.018 0.221
C 3.618 -1.791 2.567 -0.644
C 2.849 -2.691 1.611 -0.200
N 3.506 -3.090 0.301 -0.295
C 4.706 -3.788 0.062 -0.056
C 4.758 -3.959 -1.253 -0.038
N 3.598 -3.465 -1.839 -0.298
C 2.870 -2.978 -0.835 0.271
C 3.251 -3.691 -3.241 -0.427
H 3.131 -1.844 3.558 0.238
H 3.590 -0.789 2.109 0.213
H 4.623 -2.022 2.899 0.250
H 1.869 -2.360 1.298 0.224
H 2.683 -3.630 2.157 0.218
H 5.411 -4.108 0.796 0.257
H 5.486 -4.552 -1.801 0.257
H 1.885 -2.485 -0.927 0.283
H 2.842 -4.682 -3.418 0.236
H 4.100 -3.572 -3.955 0.246
H 2.509 -2.952 -3.580 0.245
C -5.022 0.575 -1.752 -0.607
C -4.349 1.822 -2.284 -0.427
C -3.170 2.163 -1.346 -0.217
N -2.055 3.136 -1.776 -0.206
C -2.685 4.509 -1.930 -0.412
C -1.310 2.848 -3.051 -0.248
C 0.047 3.497 -2.898 -0.426
C 0.416 3.296 -1.427 -0.434
C -0.955 3.256 -0.655 -0.206
H -4.390 -0.312 -1.844 0.216
H -5.943 0.424 -2.308 0.239
H -5.169 0.528 -0.677 0.211
H -5.140 2.546 -2.379 0.225
H -3.953 1.658 -3.271 0.216
H -2.636 1.257 -1.046 0.241
H -3.580 2.480 -0.381 0.218
H -3.160 4.483 -2.899 0.226
H -1.934 5.285 -2.006 0.230
H -3.427 4.712 -1.176 0.235
H -1.908 3.120 -3.920 0.235
H -1.155 1.757 -3.137 0.271
H 0.056 4.578 -3.153 0.219
H 0.845 3.023 -3.465 0.255
H 1.180 3.989 -1.062 0.241
H 0.891 2.284 -1.345 0.238
H -1.122 4.214 -0.130 0.229
H -1.035 2.364 -0.039 0.224
B -0.192 -0.623 -0.994 1.361
F 0.002 -2.006 -1.444 -0.571
F -1.310 -0.483 -0.145 -0.565
F 0.967 -0.231 -0.283 -0.588
F -0.326 0.245 -2.100 -0.571
```

Record 5
Density functional theory data (wB97M-V/def2-TZVPD) for a cluster of 2 separate species, C29H59BN5O7S2 in total.

Output
DFT total energy: -2761.88201 hartree
Frontier orbital gap: 7.65 eV
LUMO energy: -3.20 eV
F_max: 0.0209 hartree/bohr
Charge: +1

Geometry as XYZ:
```
103
Properties=species:S:1:pos:R:3:mulliken_charge:R:1
C -5.155 0.079 -1.470 -1.397
C -3.707 0.169 -0.953 -0.197
C -2.844 1.279 -1.579 0.350
C -3.000 1.479 -3.089 -0.861
C -2.697 0.244 -3.951 -0.901
C -1.459 -0.538 -3.510 0.171
C -0.194 0.316 -3.546 -0.441
C 1.106 -0.469 -3.491 -1.040
N 1.266 -1.386 -2.332 0.155
C 2.701 -1.735 -2.209 -0.796
C 3.010 -2.801 -1.153 -1.151
C 3.572 -2.264 0.186 -0.583
C 2.695 -2.470 1.433 0.195
C 3.486 -2.857 2.682 -0.194
C 2.565 -3.223 3.847 -0.925
C 3.241 -3.149 5.213 -0.274
C 4.258 -4.276 5.460 -1.199
C 0.738 -0.865 -1.115 -0.035
S -0.396 -1.638 -0.267 -0.135
S 1.465 0.681 -0.627 -0.185
C 0.681 1.027 0.960 -1.380
C 1.570 1.845 1.919 0.919
C 2.696 2.639 1.261 -1.575
N 3.466 3.425 2.238 0.523
C 4.811 2.937 2.588 -1.380
B 4.728 1.701 3.597 0.838
O 4.003 1.908 4.744 -0.523
O 5.352 0.521 3.390 -0.572
C 2.982 4.513 2.796 0.637
N 3.660 5.153 3.796 -0.271
C 2.959 6.351 4.288 -0.787
C 1.523 6.043 4.689 -0.817
C 0.833 5.290 3.542 0.399
O -0.253 6.022 3.054 -0.386
N -1.262 5.079 2.503 0.273
O -2.277 5.596 2.418 -0.299
N 1.806 5.079 2.437 -0.209
H -5.457 0.936 -2.068 0.328
H -5.319 -0.847 -2.022 0.304
H -5.835 0.027 -0.618 0.375
H -3.210 -0.798 -1.050 0.058
H -3.740 0.363 0.122 0.494
H -1.796 1.091 -1.325 -0.762
H -3.110 2.223 -1.091 0.512
H -2.352 2.304 -3.403 0.392
H -4.014 1.818 -3.302 0.430
H -2.563 0.550 -4.992 0.448
H -3.562 -0.423 -3.931 0.245
H -1.641 -0.948 -2.519 -0.407
H -1.325 -1.396 -4.176 0.442
H -0.203 1.092 -2.779 0.065
H -0.185 0.851 -4.501 0.558
H 1.968 0.210 -3.556 0.330
H 1.148 -1.107 -4.378 0.513
H 2.964 -2.104 -3.202 0.562
H 3.320 -0.840 -2.040 0.441
H 2.129 -3.428 -1.002 0.446
H 3.772 -3.452 -1.583 0.414
H 4.555 -2.704 0.365 0.746
H 3.717 -1.186 0.064 0.100
H 2.173 -1.533 1.656 -0.590
H 1.906 -3.205 1.249 0.422
H 4.143 -3.695 2.432 0.439
H 4.096 -2.003 2.993 -0.023
H 2.131 -4.214 3.693 0.330
H 1.722 -2.520 3.834 0.390
H 2.460 -3.211 5.973 0.387
H 3.714 -2.168 5.336 0.104
H 4.188 -5.034 4.677 0.312
H 4.061 -4.786 6.402 0.338
H 5.286 -3.917 5.484 0.289
H 0.431 0.073 1.420 0.725
H -0.270 1.531 0.782 0.530
H 2.003 1.163 2.654 -0.025
H 0.918 2.531 2.462 -0.248
H 2.323 3.298 0.473 0.377
H 3.405 1.970 0.780 0.483
H 5.385 3.755 3.024 0.344
H 5.318 2.673 1.658 0.343
H 3.431 1.179 4.999 0.277
H 5.628 0.328 2.492 0.285
H 3.894 4.499 4.542 0.289
H 2.959 7.081 3.481 0.400
H 3.534 6.783 5.102 0.444
H 1.002 6.987 4.845 0.379
H 1.469 5.459 5.607 0.281
H 0.482 4.316 3.898 0.301
H 1.396 4.775 1.566 0.437
C -6.428 -4.665 -7.430 -1.078
C -5.876 -4.909 -6.043 -0.216
O -6.000 -3.742 -5.205 -0.310
C -7.212 -3.539 -4.692 0.713
O -8.177 -4.243 -4.840 -0.563
O -7.176 -2.416 -3.971 -0.238
C -8.434 -2.044 -3.395 -0.682
H -5.956 -3.791 -7.879 0.284
H -6.231 -5.531 -8.062 0.357
H -7.504 -4.501 -7.395 0.314
H -4.806 -5.104 -6.074 0.286
H -6.369 -5.751 -5.559 0.317
H -8.866 -2.872 -2.837 0.348
H -9.127 -1.726 -4.172 0.308
H -8.217 -1.218 -2.724 0.163
```

Record 6
Density functional theory data (wB97M-V/def2-TZVPD) for a structure of composition C24H33GeN2O2S4SbW.

Output
DFT total energy: -5171.30709 hartree
Frontier orbital gap (spin up / spin down): 4.57 / 4.57 eV
LUMO energy (spin up / spin down): -2.67 / -2.66 eV
F_max: 0.0748 hartree/bohr
Charge: 0
Energy above the lowest of the compared OMol25 structures with the same formula, charge and spin: 68.1 kcal/mol

Geometry as XYZ:
```
68
Properties=species:S:1:pos:R:3:nbo_charge:R:1
W 1.419 -1.240 1.091 1.139
O 1.656 0.357 2.036 -0.677
C 0.936 1.322 2.602 0.452
C 1.286 2.651 2.428 -0.247
C 0.505 3.632 3.013 -0.142
C -0.590 3.297 3.810 -0.237
C -0.921 1.976 4.004 -0.134
C -0.178 0.964 3.378 -0.227
C -0.510 -0.414 3.540 0.219
N 0.034 -1.364 2.855 -0.467
C -0.351 -2.718 3.216 -0.238
C -0.870 -3.363 1.945 -0.238
N -0.054 -2.850 0.842 -0.492
C -0.431 -3.250 -0.339 0.209
C 0.354 -3.094 -1.513 -0.164
C -0.138 -3.456 -2.780 -0.145
C 0.684 -3.422 -3.880 -0.249
C 2.025 -3.053 -3.736 -0.128
C 2.544 -2.715 -2.500 -0.250
C 1.707 -2.715 -1.395 0.377
O 2.167 -2.408 -0.182 -0.686
H 2.160 2.888 1.837 0.260
H 0.753 4.672 2.848 0.227
H -1.178 4.075 4.279 0.225
H -1.763 1.695 4.625 0.215
H -1.249 -0.674 4.294 0.196
H -1.104 -2.729 4.004 0.208
H 0.530 -3.249 3.579 0.233
H -1.918 -3.091 1.791 0.210
H -0.789 -4.449 1.994 0.223
H -1.368 -3.798 -0.419 0.199
H -1.176 -3.755 -2.866 0.215
H 0.296 -3.694 -4.852 0.225
H 2.672 -3.039 -4.603 0.227
H 3.586 -2.452 -2.367 0.272
S 5.769 -2.204 0.084 -0.722
Sb 4.277 -0.945 1.252 1.284
S 2.887 -2.450 2.624 -0.301
S 2.902 0.229 -0.397 -0.279
S 5.109 0.577 2.721 -0.739
C -2.321 3.245 0.001 -0.612
C -3.380 2.201 0.353 -0.387
C -3.158 0.828 -0.282 -0.400
C -2.036 -0.006 0.356 -0.800
Ge -0.127 0.134 -0.335 0.828
C -0.171 0.032 -2.345 -0.783
C -0.657 1.249 -3.142 -0.397
C 0.167 2.525 -2.972 -0.400
C 1.632 2.359 -3.367 -0.609
H -2.631 4.234 0.343 0.209
H -2.174 3.286 -1.080 0.202
H -1.366 3.005 0.468 0.210
H -4.357 2.569 0.026 0.200
H -3.430 2.088 1.441 0.187
H -2.967 0.953 -1.352 0.194
H -4.093 0.268 -0.190 0.197
H -2.295 -1.069 0.254 0.194
H -2.005 0.199 1.430 0.201
H 0.152 1.639 -0.160 -0.146
H -0.796 -0.821 -2.618 0.214
H 0.843 -0.220 -2.671 0.228
H -1.698 1.465 -2.891 0.194
H -0.636 0.964 -4.200 0.199
H 0.106 2.859 -1.934 0.204
H -0.287 3.302 -3.593 0.200
H 2.159 1.709 -2.668 0.208
H 2.138 3.325 -3.362 0.213
H 1.719 1.932 -4.369 0.198
```

Record 7
Density functional theory data (wB97M-V/def2-TZVPD) for a structure of composition C4H5AgO2.

Output
DFT total energy: -452.57662 hartree
Frontier orbital gap (spin up / spin down): 5.84 / 6.93 eV
LUMO energy (spin up / spin down): 0.06 / -2.88 eV
F_max: 0.0404 hartree/bohr
Charge: 0
2S+1: 3
Energy above the lowest of the compared OMol25 structures with the same formula, charge and spin: 39.9 kcal/mol

Geometry as XYZ:
```
12
Properties=species:S:1:pos:R:3:nbo_charge:R:1
H -2.782 2.220 0.806 0.479
O -2.671 1.267 0.761 -0.880
Ag -2.792 0.110 -0.908 0.204
O 3.018 -1.266 0.227 -0.491
C 2.206 -0.452 -0.138 0.453
C 0.856 -0.808 -0.716 -0.614
C -0.238 0.048 -0.220 0.025
C -0.750 0.563 0.810 -0.109
H 2.399 0.643 -0.079 0.118
H 0.674 -1.885 -0.585 0.278
H 1.019 -0.754 -1.809 0.272
H -0.939 0.313 1.851 0.265
```

Record 8
Density functional theory data (wB97M-V/def2-TZVPD) for a structure of composition C39H33As2NNaO4.

Output
DFT total energy: -6495.49734 hartree
Frontier orbital gap: 6.12 eV
LUMO energy: 1.96 eV
F_max: 0.0148 hartree/bohr
Charge: -1
Energy above the lowest of the compared OMol25 structures with the same formula, charge and spin: 0.0 kcal/mol

Geometry as XYZ:
```
80
Properties=species:S:1:pos:R:3:mulliken_charge:R:1
Na -1.662 0.960 0.301 0.497
C 0.513 -2.345 0.495 -1.031
C -0.612 -2.910 -0.364 -1.308
As -2.501 -2.359 0.006 0.607
C -3.186 -3.681 -1.320 0.218
C -2.975 -3.671 -2.697 -0.001
C -3.460 -4.690 -3.502 -0.772
C -4.169 -5.747 -2.945 -0.410
C -4.393 -5.770 -1.578 -0.605
C -3.906 -4.743 -0.778 -0.510
C -2.716 -0.785 -1.206 -0.612
C -3.839 0.021 -0.999 -0.067
C -4.150 1.049 -1.879 -0.762
C -3.335 1.297 -2.974 -0.462
C -2.206 0.522 -3.179 -1.369
C -1.901 -0.507 -2.302 0.742
As 0.884 -0.450 0.135 1.301
C 2.315 -0.158 1.417 0.034
C 2.037 -0.383 2.766 0.227
C 2.954 -0.005 3.735 -0.706
C 4.146 0.607 3.372 -0.535
C 4.420 0.841 2.032 -0.723
C 3.506 0.464 1.057 -0.557
C 1.889 -0.621 -1.538 0.088
C 2.826 -1.621 -1.785 -0.377
C 3.469 -1.696 -3.012 -0.660
C 3.183 -0.765 -4.002 -0.413
C 2.262 0.242 -3.759 -0.780
C 1.614 0.317 -2.530 -0.553
H 1.427 -2.927 0.341 0.681
H 0.254 -2.393 1.550 0.453
H -0.688 -3.992 -0.198 0.654
H -0.406 -2.797 -1.433 0.428
H -2.435 -2.852 -3.155 0.239
H -3.284 -4.658 -4.570 0.396
H -4.546 -6.543 -3.574 0.365
H -4.948 -6.585 -1.130 0.371
H -4.096 -4.770 0.290 0.353
H -4.467 -0.150 -0.130 0.403
H -5.014 1.674 -1.690 0.389
H -3.564 2.115 -3.646 0.399
H -1.538 0.736 -4.004 0.390
H -1.002 -1.088 -2.475 0.602
H 1.086 -0.811 3.069 0.012
H 2.717 -0.172 4.779 0.443
H 4.854 0.913 4.133 0.364
H 5.342 1.329 1.742 0.413
H 3.723 0.660 0.013 0.369
H 3.064 -2.343 -1.012 0.281
H 4.195 -2.479 -3.195 0.382
H 3.682 -0.827 -4.962 0.357
H 2.044 0.978 -4.524 0.429
H 0.897 1.106 -2.331 0.666
C -0.740 -0.507 5.158 -0.538
C -0.905 0.676 4.450 -0.790
C -1.320 0.633 3.119 -0.389
C -1.585 -0.550 2.396 0.580
C -1.437 -1.704 3.184 -0.262
C -1.023 -1.705 4.513 -0.695
H -0.408 -0.495 6.190 0.391
H -0.713 1.632 4.924 0.409
H -1.441 1.606 2.637 0.412
H -1.653 -2.687 2.750 -0.001
H -0.931 -2.644 5.052 0.359
O -1.683 3.103 0.639 -0.837
C -0.683 3.101 -0.113 0.327
O -0.480 2.343 -1.088 -0.569
C 0.438 4.055 0.239 -0.089
C 0.522 5.308 -0.358 -0.139
C 1.565 6.167 -0.047 -0.537
C 2.514 5.735 0.860 0.090
C 2.466 4.494 1.467 -0.836
C 1.410 3.655 1.151 0.123
N 3.634 6.643 1.191 1.014
O 4.485 6.240 1.960 -0.627
O 3.656 7.738 0.662 -0.649
H -0.227 5.617 -1.074 0.470
H 1.650 7.146 -0.493 0.464
H 3.233 4.190 2.163 0.517
H 1.352 2.676 1.615 0.461
```